Entry from OMol25: a structure of composition C26H23BrCl4N2O4S3Y in a non-equilibrium geometry (ωB97M-V/def2-TZVPD).

## Properties
Charge: +1
Multiplicity: 1
E_HOMO (eV): -10.49
Energy above the lowest of the compared OMol25 structures with the same formula, charge and spin (eV): 0.556
F_max (eV/Å): 1.6
Energy (eV): -192185.854
LUMO level (Eh): -0.098

Element x y z (Å)
Y  0.21543  0.86532  1.00487
C  0.62696  1.80715  4.72554
C  0.57813  0.30006  4.96432
S  0.85217  -0.67464  3.47611
C  -0.48133  -1.88514  3.50386
C  -1.91070  -1.34642  3.50911
S  -2.30047  -0.17894  2.18167
C  -3.01396  1.21422  3.06239
C  -2.12807  1.90281  4.09878
S  -0.51434  2.43883  3.47421
H  1.61925  2.11794  4.39113
H  0.45058  2.33211  5.66554
H  -0.36855  0.01538  5.42301
H  1.35139  0.04711  5.69152
H  -0.35729  -2.54546  4.36434
H  -0.30497  -2.50238  2.61983
H  -2.14388  -0.86514  4.45895
H  -2.59415  -2.19162  3.42137
H  -3.94582  0.91247  3.54515
H  -3.30400  1.92256  2.28240
H  -1.95318  1.24903  4.95143
H  -2.65150  2.77601  4.48831
Cl  2.46642  -5.43427  0.38854
C  2.41977  -3.72029  0.51038
C  3.55927  -2.99962  0.85097
Cl  5.03995  -3.80923  1.16040
C  3.49727  -1.60835  0.95064
Cl  4.86016  -0.67810  1.43827
C  2.31449  -0.93178  0.67705
O  2.20281  0.41320  0.81105
C  1.16093  -1.66046  0.32206
O  0.00220  -0.97442  0.09425
C  1.22388  -3.04636  0.26524
Cl  -0.23002  -3.89313  -0.13443
C  -1.11905  4.34676  0.56001
O  -0.83338  3.02860  0.04180
C  -1.29912  2.77414  -1.24539
C  -2.43508  3.32832  -1.80391
C  -2.80739  2.90215  -3.07330
Br  -4.33156  3.66523  -3.86138
C  -2.11066  1.91719  -3.75733
C  -0.97612  1.34707  -3.19323
C  -0.55235  1.84567  -1.95272
O  0.59273  1.42406  -1.31682
C  -0.21952  0.24793  -3.85468
N  0.02415  0.15165  -5.12297
C  0.77262  -1.02460  -5.25419
C  1.31142  -1.60320  -6.40417
C  2.03731  -2.76321  -6.25117
C  2.22989  -3.34297  -4.98170
C  1.70396  -2.78326  -3.83641
C  0.97553  -1.60874  -4.01010
N  0.33496  -0.77668  -3.09493
H  -0.94352  5.07656  -0.22831
H  -0.43937  4.50974  1.39150
H  -2.15155  4.39257  0.90833
H  -3.02958  4.06333  -1.28310
H  -2.44799  1.58796  -4.72877
H  1.12139  0.83583  -1.87449
H  1.16143  -1.14900  -7.37290
H  2.47147  -3.23943  -7.11843
H  2.80558  -4.25544  -4.90398
H  1.84916  -3.23978  -2.86856
H  0.06576  -1.02694  -2.14692

Forces on atoms 1 to 2 (eV/Å):
Y -0.78 1.37 0.27
C 0.16 -0.14 0.17